This record from OMol25 describes C59H66CsN5O4Sb2 as an isolated structure in a non-equilibrium geometry. The level of theory is ωB97M-V/def2-TZVPD.

XYZ file:
```
137
Properties=species:S:1:pos:R:3:forces:R:3:mulliken_charge:R:1
Cs -1.1984 -1.1655 -0.0013 0.603 -2.191 -5.073 1.198
C -4.6770 1.0788 -4.1766 0.036 -0.006 0.008 -1.868
C -4.1742 0.6040 -2.8156 -0.035 -0.032 0.020 2.746
C -4.6020 -0.8367 -2.5223 0.007 0.026 0.016 -1.516
C -4.6119 1.5051 -1.6754 0.092 0.014 -0.087 0.946
C -5.9827 1.8584 -1.4978 -0.099 -0.010 0.030 -1.185
C -6.5588 2.1745 -0.2571 0.096 -0.007 -0.058 -0.649
C -6.0822 2.3330 1.0268 0.020 -0.006 0.041 -1.511
C -4.7042 2.2530 1.5987 -0.176 0.026 -0.079 2.659
C -4.6357 3.1535 2.8726 0.076 0.017 0.013 0.098
C -3.2380 3.2538 3.4871 -0.043 0.001 -0.032 -1.506
C -5.2235 4.5597 2.7358 -0.030 -0.039 0.005 -1.657
C -3.6805 1.8292 -0.7716 0.036 0.020 0.157 -0.072
N -2.4730 1.5626 0.8456 -0.050 0.433 0.151 -0.361
C -3.1565 0.3825 1.5658 -0.406 -0.144 0.510 -0.520
O -3.3161 -0.6957 0.8448 -2.500 0.806 1.236 -0.956
C -2.2291 -0.0504 2.7302 -0.118 0.132 0.165 0.643
C -2.7156 -0.4142 3.9791 0.097 0.089 0.068 -0.209
C -1.8834 -1.1461 4.8155 0.019 -0.001 -0.034 -0.929
C -0.6846 -1.6446 4.3254 -0.009 0.073 0.083 -0.651
C -0.3061 -1.2836 3.0342 0.005 0.042 0.247 0.916
N -0.9923 -0.3787 2.3434 0.117 0.389 1.727 -0.739
C 0.5982 -2.1663 2.1687 0.697 -0.440 0.271 -0.504
O 0.9574 -1.7651 1.0244 1.844 -0.337 1.337 -0.495
N 0.6798 -3.3672 2.6807 -0.145 0.063 0.344 -0.424
C 0.9020 -4.5547 2.0039 0.126 0.029 -0.082 -0.575
C 2.1742 -5.0099 1.6062 -0.155 0.051 0.017 0.354
C 2.3070 -6.2770 1.0472 0.010 -0.003 -0.013 -0.161
C 1.2129 -7.1045 0.8630 -0.024 -0.017 -0.009 -1.541
C -0.0403 -6.6638 1.2685 0.028 -0.038 0.006 -0.016
C -0.2142 -5.4157 1.8449 0.061 0.050 -0.010 0.609
C -1.5838 -4.9813 2.3334 -0.059 -0.011 -0.035 1.710
C -2.1030 -5.9104 3.4321 0.021 0.025 0.003 -1.759
C -2.5994 -4.8659 1.1930 0.141 -0.076 0.084 -1.518
C 3.3954 -4.1430 1.8069 0.032 -0.010 -0.010 1.531
C 4.3930 -4.7833 2.7742 -0.022 0.007 0.020 -1.839
C 4.0643 -3.8280 0.4730 0.023 0.006 -0.003 -0.860
H -4.3006 0.4288 -4.9739 -0.008 -0.005 -0.009 0.368
H -4.3460 2.1005 -4.3760 -0.016 0.008 -0.007 0.416
H -5.7677 1.0627 -4.2173 -0.006 -0.005 -0.004 0.385
H -3.0798 0.6245 -2.8444 0.012 0.004 0.011 -1.562
H -5.6889 -0.9252 -2.5907 -0.007 -0.008 0.008 0.347
H -4.3111 -1.1053 -1.5044 0.010 -0.012 0.000 0.166
H -4.1461 -1.5381 -3.2300 -0.008 0.002 -0.025 0.427
H -6.6535 1.7727 -2.3448 0.003 0.012 -0.012 0.073
H -7.6397 2.3144 -0.3188 -0.011 0.010 0.015 0.265
H -6.8452 2.4900 1.7858 -0.019 0.022 -0.019 0.379
H -5.2712 2.6006 3.5754 0.030 -0.015 0.029 0.613
H -2.6400 3.9870 2.9424 0.012 -0.006 -0.005 0.258
H -2.7185 2.2979 3.4778 0.025 -0.007 0.020 0.122
H -3.3044 3.5886 4.5273 0.000 0.000 0.006 0.536
H -4.6803 5.1221 1.9781 0.002 0.014 0.034 0.300
H -5.1298 5.0848 3.6937 -0.021 0.004 0.017 0.455
H -6.2760 4.5323 2.4581 0.004 0.017 -0.022 0.389
H -3.7230 -0.1337 4.2522 0.001 0.014 0.015 0.469
H -2.2069 -1.4063 5.8178 -0.008 -0.006 -0.002 0.380
H -0.0891 -2.3514 4.8843 -0.010 -0.039 -0.039 0.492
H 3.2902 -6.6253 0.7447 0.002 0.019 0.000 0.313
H 1.3332 -8.0837 0.4146 0.000 -0.009 0.000 0.339
H -0.9006 -7.3140 1.1427 -0.011 0.010 -0.007 0.299
H -1.4618 -3.9917 2.7729 0.028 -0.020 -0.008 -0.565
H -2.3279 -6.9048 3.0348 0.013 -0.010 0.010 0.332
H -3.0184 -5.5067 3.8713 -0.021 -0.017 -0.013 0.448
H -1.3612 -6.0224 4.2250 -0.012 0.008 0.018 0.381
H -2.9012 -5.8541 0.8318 0.002 0.003 -0.017 0.331
H -2.1533 -4.3311 0.3582 -0.047 0.107 -0.145 0.213
H -3.4889 -4.3218 1.5130 -0.022 -0.010 -0.008 0.470
H 3.0551 -3.2039 2.2429 -0.032 0.033 0.020 -0.154
H 4.7977 -5.7136 2.3650 -0.005 -0.001 0.005 0.332
H 3.9124 -5.0150 3.7262 0.005 -0.004 0.007 0.392
H 5.2305 -4.1071 2.9668 0.003 -0.004 -0.005 0.418
H 4.3538 -4.7439 -0.0504 0.012 0.027 0.002 0.305
H 4.9678 -3.2318 0.6272 0.056 0.058 -0.007 0.284
H 3.3792 -3.2697 -0.1634 -0.038 0.026 -0.074 0.020
C 3.9763 -0.4259 -0.9901 -0.131 0.058 0.014 -1.409
C 2.6679 -0.6844 -1.7420 0.018 -0.010 -0.029 -0.586
C 1.7043 0.4967 -1.6997 0.043 -0.122 0.211 -0.768
Sb -0.0504 0.1761 -2.9067 0.226 0.357 -0.778 0.532
C -0.4749 2.2552 -3.2118 0.000 -0.030 0.056 0.706
C -1.3212 2.6154 -4.2583 -0.004 -0.014 0.036 -0.745
C -1.6238 3.9470 -4.4988 -0.004 0.006 -0.004 -0.660
C -1.0855 4.9384 -3.6886 0.012 -0.001 -0.001 -0.723
C -0.2477 4.5913 -2.6402 0.022 -0.001 -0.018 0.118
C 0.0560 3.2552 -2.4038 0.016 0.008 -0.036 -0.556
C 1.1023 0.0955 -4.7462 0.049 -0.019 0.049 0.036
C 1.0793 -1.0484 -5.5399 -0.015 -0.003 0.032 -0.589
C 1.8312 -1.1309 -6.7074 0.003 -0.004 -0.014 -0.512
C 2.6244 -0.0625 -7.0965 -0.006 -0.003 0.018 -0.358
C 2.6592 1.0863 -6.3154 0.009 0.004 -0.007 -0.756
C 1.9031 1.1625 -5.1542 0.001 0.005 -0.012 -0.074
Sb 3.8628 -0.1443 1.1651 0.021 0.109 -0.144 0.536
C 5.9917 0.3273 1.2485 -0.066 -0.046 0.021 0.382
C 6.4692 1.3994 2.0033 -0.025 -0.020 -0.003 -0.385
C 7.8303 1.6439 2.1284 0.011 0.007 -0.001 -0.569
C 8.7488 0.8120 1.5024 0.003 -0.008 0.000 -0.427
C 8.2944 -0.2648 0.7553 -0.003 0.011 0.009 -0.635
C 6.9303 -0.5028 0.6354 -0.012 0.036 0.007 -0.325
C 3.2935 1.9346 1.0372 0.025 -0.121 -0.041 0.131
C 2.1319 2.3609 1.6756 -0.016 -0.060 0.047 -0.498
C 1.7103 3.6804 1.5673 0.024 0.046 -0.073 -0.236
C 2.4404 4.5862 0.8125 -0.022 -0.002 0.019 -0.527
C 3.5985 4.1713 0.1681 0.028 -0.016 -0.008 -0.712
C 4.0208 2.8544 0.2833 -0.020 -0.011 -0.019 -0.274
H 4.4520 0.4777 -1.3819 0.058 -0.008 0.025 0.582
H 4.6658 -1.2568 -1.1465 0.031 -0.040 0.004 0.608
H 2.1728 -1.5742 -1.3443 -0.006 -0.032 0.044 0.051
H 2.9253 -0.8913 -2.7877 -0.025 -0.080 -0.001 0.433
H 2.2004 1.4077 -2.0436 -0.035 0.034 -0.002 0.619
H 1.3679 0.6571 -0.6726 -0.032 0.111 0.027 0.385
H -1.7593 1.8479 -4.8883 -0.016 0.010 -0.007 0.410
H -2.2944 4.2107 -5.3080 -0.003 -0.005 -0.003 0.352
H -1.3340 5.9782 -3.8633 -0.006 0.000 0.003 0.338
H 0.1497 5.3545 -1.9833 -0.006 -0.002 0.016 0.380
H 0.7022 3.0045 -1.5697 -0.007 0.015 0.012 0.005
H 0.4642 -1.8923 -5.2440 0.003 -0.004 -0.014 0.354
H 1.7967 -2.0290 -7.3129 -0.004 -0.008 0.011 0.371
H 3.2128 -0.1236 -8.0042 0.001 0.007 -0.003 0.355
H 3.2754 1.9263 -6.6147 -0.001 0.003 0.001 0.381
H 1.9278 2.0712 -4.5617 0.001 0.002 -0.004 0.296
H 5.7663 2.0656 2.4921 0.004 0.003 0.003 0.427
H 8.1752 2.4873 2.7151 -0.005 0.003 0.002 0.373
H 9.8112 1.0019 1.5973 0.002 -0.001 0.000 0.339
H 9.0027 -0.9227 0.2655 -0.004 -0.005 -0.008 0.377
H 6.5995 -1.3511 0.0475 -0.001 -0.032 -0.015 0.162
H 1.5348 1.6581 2.2486 -0.019 0.001 -0.014 0.240
H 0.8066 4.0025 2.0606 -0.137 0.004 0.065 0.336
H 2.1017 5.6109 0.7218 -0.013 -0.002 -0.003 0.359
H 4.1717 4.8726 -0.4272 -0.003 0.001 -0.006 0.348
H 4.9289 2.5428 -0.2219 0.001 0.000 -0.002 0.375
N -1.8003 4.1439 0.2889 0.042 -0.020 -0.190 -0.793
N -3.1961 3.9263 0.5039 -0.042 -0.038 0.126 0.246
C -3.6020 2.4938 0.5582 0.091 -0.090 -0.144 -1.471
O -4.3668 0.9198 2.1050 0.079 0.251 -0.108 -0.458
O -2.3832 1.2254 -0.5871 -0.428 0.619 -0.127 1.444
H -1.3564 3.7711 1.1193 0.096 0.004 0.034 0.021
H -1.4789 3.5344 -0.4658 -0.004 -0.018 0.060 0.214
H -3.6703 4.3199 -0.3013 -0.033 0.008 0.063 0.602
```
Forces are in eV/Å.

As for the electronic energy: -91512.3308 eV. The gap between HOMO and LUMO comes out at 3.631 eV. Its LUMO energy is 3.478 eV. The multiplicity is 1. Its net charge is -2.